No. 1
C6H6BrP | ωB97M-V/def2-TZVPD

## Properties
E_HOMO: -8.76 eV
frontier orbital gap: 7.7 eV

Cartesian coordinates (Å):
1 C 1.743 -0.397 -0.867
2 C 0.535 -0.714 -0.211
3 C 1.930 0.892 -1.195
4 C -0.320 0.315 0.018
5 C 0.392 3.349 -1.225
6 C -1.570 0.267 0.834
7 P 0.513 1.832 -0.622
8 Br -1.255 4.230 -0.704
9 H 2.509 -1.230 -1.159
10 H 0.316 -1.786 0.114
11 H 2.692 1.302 -1.901
12 H -1.442 0.548 1.811
13 H -1.852 -0.775 0.823
14 H -2.512 0.674 0.462

Force components x, y, z for each atom (eV/Å):
C 3.0919 -1.2962 -1.6060
C -1.8202 -1.2070 1.3339
C 0.2905 0.7912 -1.0710
C -0.1241 1.0349 0.0651
C -1.0845 1.1376 0.2409
C -0.8955 -1.6960 -2.4008
P 1.0871 -2.5625 0.0379
Br 0.4751 -0.2023 -0.2837
H -1.5716 1.6768 0.5819
H 0.1672 1.6853 -0.4072
H -0.6404 -0.4260 1.0814
H 0.4315 0.8842 2.3857
H 0.0682 -0.6753 0.4563
H 0.5247 0.8553 -0.4143

Atom charges from the natural (NBO) analysis, given in e for atoms 1 to 4: C -0.2273; C -0.2215; C -0.5080; C -0.2690


No. 2
C6H6CaO5 | ωB97M-V/def2-TZVPD

## Properties
E_HOMO: -19.19 eV
frontier orbital gap: 7.2 eV
net charge: +2

Cartesian coordinates (Å):
1 O 2.401 0.020 1.730
2 C 1.469 0.012 1.059
3 Ca 0.000 0.000 0.000
4 O 1.558 1.264 -2.176
5 C 0.952 0.772 -1.330
6 C -0.874 1.029 1.203
7 O -1.431 1.685 1.969
8 C -1.469 -0.012 -1.059
9 O -2.401 -0.019 -1.730
10 C 0.079 -4.464 -0.049
11 C -0.274 -2.992 0.147
12 O 0.808 -2.170 -0.204
13 H 0.360 -4.651 -1.107
14 H -0.796 -5.096 0.209
15 H 0.929 -4.746 0.609
16 H -1.133 -2.754 -0.513
17 H -0.572 -2.805 1.202
18 H 1.532 -2.375 0.445

Force components x, y, z for each atom (eV/Å):
O -3.1079 -0.2552 -2.2899
C 15.5575 0.9460 11.3659
Ca -0.4694 -15.3386 0.5920
O -2.4041 -2.0860 3.3716
C 9.9907 8.3520 -13.9728
C -9.2079 11.0527 12.9250
O 2.1746 -2.6449 -3.0508
C -16.0002 0.4235 -11.5383
O 3.3209 -0.1224 2.3813
C -0.0350 -0.2909 -0.0590
C -1.8436 -1.7200 0.5288
O 2.1348 1.3297 0.9721
H -0.1792 0.0924 0.6716
H 0.5865 0.3519 -0.1406
H -0.4953 0.0928 -0.3509
H 0.4311 0.1216 0.1917
H 0.0515 -0.0908 -0.4359
H -0.5050 -0.2138 -1.1617

Atom charges from the Löwdin analysis, given in e for atoms 1 to 4: O 0.3181; C -0.1646; Ca 1.0671; O 0.3262


No. 3
C6H6Cl2N2O3PmSSc | ωB97M-V/def2-TZVPD

## Properties
E_HOMO (spin up / spin down): -20.09 / -20.10 eV
frontier orbital gap (spin up / spin down): 2.1 / 2.1 eV
2S+1: 5
net charge: +4

Cartesian coordinates (Å):
1 Sc 0.644 0.271 -5.822
2 Pm -0.585 0.204 -1.294
3 Cl -0.851 -0.423 -4.081
4 Cl 1.770 -0.010 -2.082
5 C -1.215 -1.347 0.577
6 C 0.184 1.003 -7.887
7 C 0.278 -1.304 -7.176
8 O -1.443 -2.020 1.489
9 O -0.103 1.078 -9.015
10 O -0.306 -1.944 -7.980
11 S 0.134 1.721 0.882
12 C 0.167 0.847 2.353
13 N 1.239 0.451 3.063
14 C 0.899 -0.010 4.407
15 C -0.659 0.049 4.405
16 N -0.941 0.517 3.059
17 H 2.179 0.668 2.770
18 H 1.327 0.670 5.188
19 H 1.262 -1.035 4.601
20 H -1.022 0.772 5.176
21 H -1.088 -0.949 4.601
22 H -1.871 0.791 2.765

Force components x, y, z for each atom (eV/Å):
Sc 0.3633 0.9860 4.2080
Pm 0.9723 1.4113 1.0803
Cl 0.6109 0.4546 -2.3912
Cl -0.2836 0.0453 -0.3797
C -1.2605 -3.8888 4.9432
C -2.1085 1.3159 -7.8669
C -4.7937 -6.8374 -6.9273
O 1.0076 2.9921 -4.2268
O 1.7058 -0.1412 6.4603
O 4.1982 4.0386 5.4784
S -0.2318 -0.3904 -1.3216
C -0.3493 -1.5332 3.0450
N -0.6272 0.8799 -1.4465
C -0.0367 -0.1112 1.2721
C 0.4126 -0.1313 1.2343
N 0.1911 0.7606 -1.3872
H 0.1362 0.0336 0.0234
H -0.2384 -0.5667 -0.7985
H -0.0255 0.5656 -0.2578
H 0.0818 -0.6032 -0.7217
H 0.0165 0.5420 -0.1632
H 0.2586 0.1779 0.1434

Atom charges from the Löwdin analysis, given in e for atoms 1 to 4: Sc 1.2331; Pm 1.1572; Cl 0.1028; Cl -0.0959


No. 4
C6H6Cl2N2O3STlV | ωB97M-V/def2-TZVPD

## Properties
E_HOMO (spin up / spin down): -23.51 / -23.52 eV
frontier orbital gap (spin up / spin down): 4.1 / 4.0 eV
2S+1: 3
net charge: +4

Cartesian coordinates (Å):
1 V -0.607 -0.433 -4.350
2 Tl 0.398 -0.418 -1.151
3 Cl -1.437 -2.135 -3.004
4 Cl -1.279 1.474 -3.229
5 C 1.444 1.677 -0.406
6 C 0.039 -1.968 -5.247
7 C 0.113 0.701 -5.669
8 O 1.820 2.690 0.005
9 O 0.357 -2.928 -5.849
10 O 0.493 1.360 -6.544
11 S -1.450 -1.283 0.543
12 C -0.646 -0.529 1.850
13 N 0.706 -0.466 2.133
14 C 0.952 0.151 3.462
15 C -0.439 0.563 3.918
16 N -1.311 0.200 2.778
17 H 1.403 -1.002 1.629
18 H 1.614 0.997 3.360
19 H 1.429 -0.566 4.126
20 H -0.523 1.626 4.102
21 H -0.759 0.025 4.807
22 H -2.319 0.265 2.737

Force components x, y, z for each atom (eV/Å):
V -5.6617 1.1379 6.7519
Tl -1.3633 -0.2054 0.6195
Cl 0.9411 0.9819 -0.5531
Cl 1.1039 -1.4162 -0.3664
C 2.1546 5.4666 1.7833
C 3.9149 -9.4401 -6.7071
C 4.0974 5.7899 -8.4183
O -1.7846 -4.9018 -1.9254
O -1.9666 5.8679 3.8254
O -1.9481 -3.1781 4.5404
S 0.3821 -0.2999 -0.5355
C 2.0411 2.1263 2.3846
N -2.1108 -0.2448 -0.8914
C 0.2432 -0.3651 -0.1969
C -0.4414 -0.3686 -0.2035
N 1.1737 -1.5606 -1.2449
H -0.0956 -0.3473 0.4948
H 0.2650 0.3414 -0.1172
H -0.0302 -0.1299 0.0597
H -0.2768 0.4060 0.1082
H -0.1886 -0.0306 0.2734
H -0.4493 0.3707 0.3185

Atom charges from the natural (NBO) analysis, given in e for atoms 1 to 4: V 0.9997; Tl 1.0874; Cl -0.1755; Cl -0.1788


No. 5
C6H6ClF2N2O2 | ωB97M-V/def2-TZVPD

## Properties
E_HOMO: -12.76 eV
frontier orbital gap: 7.8 eV
net charge: +1
SMILES: COC1=C(Cl)C=N[C@](F)(/[NH+]=C/F)O1

Cartesian coordinates (Å):
1 C 2.213 1.765 -0.781
2 O 1.952 0.404 -0.475
3 C 0.931 -0.073 0.131
4 C 0.888 -1.439 0.450
5 Cl 2.199 -2.484 0.217
6 C -0.193 -1.869 1.288
7 N -1.220 -1.139 1.529
8 C -1.215 0.138 0.989
9 F -1.702 1.016 1.908
10 N -2.259 0.119 -0.163
11 C -1.805 -0.145 -1.310
12 F -2.599 -0.547 -2.212
13 O -0.071 0.732 0.607
14 H 3.274 1.895 -0.817
15 H 1.866 2.591 0.060
16 H 1.891 1.815 -1.857
17 H -0.184 -2.796 1.873
18 H -3.199 -0.014 0.135
19 H -0.769 0.032 -1.572

Force components x, y, z for each atom (eV/Å):
C -0.9995 2.4610 0.3025
O 0.3533 -0.0623 0.5881
C -0.2420 -2.7740 1.4321
C -0.6394 1.3350 0.2668
Cl 0.4614 -0.1748 -0.3780
C 0.1826 0.0388 0.3341
N -0.3672 0.5703 0.0051
C -1.4806 0.2649 2.2214
F -0.5314 -0.3107 -0.6698
N 2.1596 0.2179 0.9867
C -0.2980 0.6139 -0.2122
F -0.3839 -0.3291 -1.0000
O 1.8822 0.3635 -1.9552
H 0.7035 -0.3521 0.1575
H 0.1977 -2.3351 -2.4777
H -0.1890 1.0259 1.2284
H 0.3764 -0.0066 -0.7174
H -1.1110 -0.2986 0.0702
H -0.0747 -0.2479 -0.1826

Atom charges from the natural (NBO) analysis, given in e for atoms 1 to 4: C -0.2927; O -0.4346; C 0.6660; C -0.3256


No. 6
C6H6CuFLiO6 | ωB97M-V/def2-TZVPD

## Properties
E_HOMO (spin up / spin down): -5.21 / -6.86 eV
frontier orbital gap (spin up / spin down): 4.2 / 6.1 eV
2S+1: 2

Cartesian coordinates (Å):
1 H -0.423 2.739 -0.846
2 O 2.447 -0.529 -1.366
3 O 1.731 -0.126 0.640
4 O 1.172 -2.055 -0.346
5 C 2.659 0.938 -1.141
6 C 2.595 0.965 0.338
7 C 1.823 -0.996 -0.358
8 H 3.656 1.168 -1.530
9 F 3.810 0.678 1.045
10 H 2.222 1.873 0.824
11 Li 1.542 -3.425 -1.673
12 H -3.237 2.094 -1.885
13 O -2.554 0.473 -0.785
14 O -1.517 1.764 0.642
15 O -1.894 -0.359 1.180
16 C -2.288 1.668 -1.550
17 C -1.519 2.555 -0.569
18 C -2.032 0.578 0.417
19 H -1.684 1.363 -2.417
20 H -2.052 3.484 -0.337
21 Cu -0.856 -2.377 0.753

Force components x, y, z for each atom (eV/Å):
H -1.6191 -0.2152 0.2572
O 0.3758 -0.5803 -0.3761
O -0.0130 -0.3507 0.3694
O 0.4284 -1.1410 -0.3837
C 0.2495 0.6067 0.2317
C 0.0989 0.3468 -0.2874
C -0.7028 1.1780 0.0887
H -0.2323 -0.0563 0.0923
F -0.1301 -0.0634 -0.0674
H 0.0765 -0.2814 -0.1520
Li -0.4747 0.5983 0.7415
H 0.1768 -0.0931 0.1169
O -0.5735 0.1310 -0.9255
O 0.2596 1.0474 0.1491
O -0.5214 0.5044 -0.2928
C 0.1698 -0.3201 -0.3809
C 1.0419 0.3297 0.1981
C 1.3006 -1.7434 0.7611
H -0.2251 0.1917 0.2640
H 0.3474 -0.1372 -0.1815
Cu -0.0332 0.0482 -0.2227

Atom charges from the natural (NBO) analysis, given in e for atoms 1 to 4: H 0.2265; O -0.4889; O -0.4790; O -0.8820


No. 7
C6H6EuFLiO6 | ωB97M-V/def2-TZVPD

## Properties
E_HOMO (spin up / spin down): -12.37 / -12.38 eV
frontier orbital gap (spin up / spin down): 2.4 / 2.6 eV
2S+1: 8
net charge: +2

Cartesian coordinates (Å):
1 H -1.223 0.954 0.519
2 O -0.970 0.902 -1.807
3 O 1.110 1.102 -1.181
4 O 0.586 -0.512 -2.610
5 C -1.006 1.763 -0.616
6 C 0.440 2.202 -0.561
7 C 0.225 0.448 -1.944
8 H -1.679 2.598 -0.832
9 F 0.749 3.329 -1.294
10 H 0.854 2.359 0.440
11 Eu -0.029 -1.984 -4.712
12 H -1.302 -1.694 3.119
13 O 0.134 -2.523 1.833
14 O 0.655 -0.594 0.975
15 O 1.966 -2.266 0.500
16 C -1.051 -1.657 2.054
17 C -0.667 -0.288 1.556
18 C 0.990 -1.859 1.112
19 H -1.847 -2.136 1.468
20 H -0.380 0.353 2.406
21 Li 2.445 -0.494 -0.424

Force components x, y, z for each atom (eV/Å):
H 0.5612 -0.2810 -1.3708
O 0.2234 -0.9132 -0.4637
O 0.5350 -0.7572 -0.7069
O 0.1068 -1.9480 -2.3362
C -0.0236 0.4603 1.4787
C -0.4132 1.0677 0.5890
C -0.7778 1.6808 1.6649
H 0.0859 -0.2857 0.0865
F -0.1647 -0.6756 0.0829
H -0.0970 -0.1949 -0.1966
Eu 0.2499 0.8473 1.2728
H 0.0523 -0.0571 -0.2899
O 0.1976 -0.1749 0.0243
O 0.6960 0.5853 -1.0270
O 0.7337 -0.2378 -0.2909
C -0.7306 -0.5891 0.0418
C -0.0114 1.6169 0.5863
C -0.7738 0.4465 -0.0793
H 0.1731 0.0181 0.2427
H -0.2410 -0.2849 0.0033
Li -0.3818 -0.3237 0.6880

Atom charges from the natural (NBO) analysis, given in e for atoms 1 to 4: H 0.2809; O -0.4354; O -0.5292; O -0.8618


No. 8
C6H6F3N | ωB97M-V/def2-TZVPD

## Properties
E_HOMO: -9.35 eV
frontier orbital gap: 9.4 eV
SMILES: [H]/N=C\C=C(\C)C(F)=C(F)F

Cartesian coordinates (Å):
1 H -2.124 1.668 -0.934
2 N -1.892 2.623 -0.318
3 C -0.679 2.560 -0.050
4 C 0.195 1.334 -0.069
5 C -0.273 0.068 -0.179
6 C 0.381 -1.142 0.519
7 C -1.602 -0.523 -0.562
8 F -1.659 -1.696 -1.303
9 C -2.678 -0.295 0.114
10 F -2.886 0.799 0.868
11 F -3.672 -1.099 0.135
12 H -0.038 3.325 0.252
13 H 1.328 1.545 0.056
14 H 0.065 -2.077 0.034
15 H -0.200 -1.201 1.426
16 H 1.398 -0.905 0.870

Force components x, y, z for each atom (eV/Å):
H 0.4097 3.1261 2.2640
N -1.5599 -1.7105 -3.3070
C 1.9736 -2.5547 -0.8277
C 0.3929 -0.3660 -0.7567
C 0.5740 -1.2955 0.3076
C -0.0675 1.0051 -0.2359
C 1.5116 0.2550 -0.7808
F 0.6977 1.1882 0.5226
C -1.2762 1.9342 1.5854
F 0.0147 -1.7748 -0.0816
F -1.6837 -0.7247 0.0323
H 0.0576 2.1574 1.0513
H -2.0927 -0.7353 0.4026
H 1.3538 0.1496 -0.1193
H -0.2236 0.1378 0.6692
H -0.0822 -0.7919 -0.7261

Atom charges from the natural (NBO) analysis, given in e for atoms 1 to 4: H 0.3230; N -0.5507; C 0.0738; C -0.2592


No. 9
C6H6F3N2O4S | ωB97M-V/def2-TZVPD

## Properties
E_HOMO: -2.91 eV
frontier orbital gap: 5.7 eV
net charge: -1

Cartesian coordinates (Å):
1 C 0.446 0.001 -2.465
2 N 1.882 -0.001 -2.903
3 O 2.453 1.102 -3.043
4 O 2.450 -1.103 -3.043
5 H -0.021 -0.899 -2.881
6 H -0.020 0.901 -2.883
7 F -2.454 0.001 4.597
8 C -2.114 0.001 3.267
9 F -2.676 -1.100 2.684
10 F -2.677 1.101 2.684
11 S -0.325 0.002 3.152
12 N -0.387 0.000 1.381
13 C 0.138 1.183 0.852
14 O 0.279 2.260 1.389
15 C 0.411 0.774 -0.563
16 C 0.411 -0.775 -0.562
17 C 0.139 -1.184 0.854
18 O 0.280 -2.258 1.392
19 H -0.455 1.229 -1.082
20 H 1.349 1.237 -0.873
21 H -0.455 -1.230 -1.081
22 H 1.348 -1.238 -0.873

Force components x, y, z for each atom (eV/Å):
C 3.6074 -0.0216 -8.0866
N -4.4061 0.0707 -0.5947
O 0.4733 -0.2182 0.5785
O 0.5044 0.1562 0.5726
H 0.2998 0.1408 0.0571
H 0.3014 -0.1324 0.0566
F 0.0136 -0.0002 -1.1250
C -0.4627 0.0015 0.3783
F 0.2473 1.1055 0.5847
F 0.2484 -1.1063 0.5857
S -1.2206 -0.0017 -0.6596
N 0.2930 0.0018 5.5410
C 0.5703 0.7682 -0.9644
O -0.4034 -1.0880 0.1100
C -0.4967 0.3791 1.5174
C -0.4981 -0.3831 1.5129
C 0.5590 -0.6743 -1.0230
O -0.3919 1.0000 0.1533
H 0.4585 -0.1386 0.5339
H -0.0785 0.0710 -0.1310
H 0.4599 0.1390 0.5334
H -0.0783 -0.0692 -0.1309

Atom charges from the natural (NBO) analysis, given in e for atoms 1 to 4: C -0.5544; N 0.4625; O -0.5474; O -0.5459


No. 10
C6H6F5N2 | ωB97M-V/def2-TZVPD

## Properties
E_HOMO (spin up / spin down): -15.07 / -12.05 eV
frontier orbital gap (spin up / spin down): 9.7 / 4.4 eV
net charge: +1

Cartesian coordinates (Å):
1 C 2.627 -0.510 -0.621
2 C 2.853 0.482 0.212
3 C 1.258 -1.126 -0.790
4 C 1.756 1.095 1.051
5 C -3.110 -0.706 0.414
6 C -3.159 0.593 -0.365
7 N 0.343 -0.509 0.105
8 N 0.546 0.387 0.844
9 F -3.708 -0.839 1.561
10 F -2.863 -1.829 -0.206
11 F -1.999 0.765 -1.020
12 F -3.325 1.621 0.447
13 F -4.131 0.596 -1.273
14 H 3.401 -0.953 -1.231
15 H 3.831 0.920 0.352
16 H 0.865 -1.001 -1.807
17 H 1.258 -2.205 -0.586
18 H 1.985 1.073 2.123
19 H 1.573 2.146 0.794

Force components x, y, z for each atom (eV/Å):
C -0.1447 0.0356 0.1062
C -0.1649 -0.0280 0.0271
C 1.0060 -0.9181 -1.2194
C 1.5712 0.9616 0.3401
C 1.1655 0.6687 0.2913
C -0.4431 -0.6465 0.1859
N -0.5029 2.3668 2.3757
N -1.6726 -2.4173 -1.5733
F -0.4154 0.0617 -0.0348
F -0.2893 -0.1379 -0.3393
F 0.2582 -0.0916 -0.2238
F -0.0642 0.0497 0.3065
F -0.1560 0.0636 -0.2509
H 0.0997 -0.0056 -0.0275
H 0.1075 0.0183 -0.0489
H -0.0488 -0.0094 0.1637
H -0.0973 0.1741 0.0092
H -0.1349 -0.0202 -0.1392
H -0.0739 -0.1254 0.0515

Atom charges from the natural (NBO) analysis, given in e for atoms 1 to 4: C -0.1842; C -0.1839; C -0.3288; C -0.3295


Repeat the sixth record exactly.
C6H6CuFLiO6 | ωB97M-V/def2-TZVPD

## Properties
E_HOMO (spin up / spin down): -5.21 / -6.86 eV
frontier orbital gap (spin up / spin down): 4.2 / 6.1 eV
2S+1: 2

Cartesian coordinates (Å):
1 H -0.423 2.739 -0.846
2 O 2.447 -0.529 -1.366
3 O 1.731 -0.126 0.640
4 O 1.172 -2.055 -0.346
5 C 2.659 0.938 -1.141
6 C 2.595 0.965 0.338
7 C 1.823 -0.996 -0.358
8 H 3.656 1.168 -1.530
9 F 3.810 0.678 1.045
10 H 2.222 1.873 0.824
11 Li 1.542 -3.425 -1.673
12 H -3.237 2.094 -1.885
13 O -2.554 0.473 -0.785
14 O -1.517 1.764 0.642
15 O -1.894 -0.359 1.180
16 C -2.288 1.668 -1.550
17 C -1.519 2.555 -0.569
18 C -2.032 0.578 0.417
19 H -1.684 1.363 -2.417
20 H -2.052 3.484 -0.337
21 Cu -0.856 -2.377 0.753

Force components x, y, z for each atom (eV/Å):
H -1.6191 -0.2152 0.2572
O 0.3758 -0.5803 -0.3761
O -0.0130 -0.3507 0.3694
O 0.4284 -1.1410 -0.3837
C 0.2495 0.6067 0.2317
C 0.0989 0.3468 -0.2874
C -0.7028 1.1780 0.0887
H -0.2323 -0.0563 0.0923
F -0.1301 -0.0634 -0.0674
H 0.0765 -0.2814 -0.1520
Li -0.4747 0.5983 0.7415
H 0.1768 -0.0931 0.1169
O -0.5735 0.1310 -0.9255
O 0.2596 1.0474 0.1491
O -0.5214 0.5044 -0.2928
C 0.1698 -0.3201 -0.3809
C 1.0419 0.3297 0.1981
C 1.3006 -1.7434 0.7611
H -0.2251 0.1917 0.2640
H 0.3474 -0.1372 -0.1815
Cu -0.0332 0.0482 -0.2227

Atom charges from the natural (NBO) analysis, given in e for atoms 1 to 4: H 0.2265; O -0.4889; O -0.4790; O -0.8820


> Number 8 is which compound?

C6H6F3N